No. 1
Below is the ion C12H23N4O3S with charge -1, with properties calculated with ωB97M-V/def2-TZVPD.

Positions of all 43 atoms, in Å:
S -0.363 -1.515 -3.916
O 0.586 2.768 -2.117
O 1.370 -1.673 0.226
O -2.819 -1.887 0.456
N 2.545 1.689 -2.097
N 1.354 0.278 4.805
N -1.712 -1.842 -1.543
N 0.172 -0.031 -0.829
C 0.777 1.184 -0.333
C 0.342 1.477 2.923
C -0.395 -2.373 -1.151
C 3.372 0.470 -1.923
C -0.770 1.543 1.853
C 0.415 -1.244 -0.504
C -4.029 -0.912 -1.398
C 1.279 1.922 -1.624
C 0.118 -2.770 -2.583
C -2.798 -1.597 -0.714
C -0.192 2.096 0.495
C 0.068 0.633 4.199
H -4.613 -1.820 -1.751
H 1.651 1.045 0.311
H 0.679 2.437 3.339
H -0.321 -3.765 -2.891
H 3.882 0.451 -0.970
H 1.916 -0.067 4.006
H -0.460 1.275 4.998
H -0.491 -0.269 3.917
H -1.095 2.339 -0.171
H 3.919 0.263 -2.764
H 1.220 -2.841 -2.552
H 0.300 3.073 0.675
H 1.206 1.012 2.499
H 1.144 -0.272 5.571
H -4.604 -0.546 -0.495
H -0.472 -3.201 -0.510
H -1.735 -1.507 -2.517
H -3.900 -0.231 -2.186
H -1.579 2.116 2.186
H 2.793 2.128 -2.932
H -0.390 0.066 -1.647
H -1.143 0.514 1.704
H 2.773 -0.417 -2.041

The LUMO energy comes out at 0.116 Ha. The spin multiplicity is 1. The SMILES is CNC(=O)[C@@H](CCCCN)NC(=O)[C@H](C[S-])NC(C)=O. For the total energy, the calculation gives -1314.0355 a.u. As for the HOMO energy: -3.73 eV. The value obtained for the HOMO-LUMO gap is 6.9 eV. For the relative energy (zero: lowest compared OMol25 entry of this formula, charge and spin), the calculation gives 1.546 eV. The total charge is -1.

These are the natural (NBO) partial charges, in e, on atoms 1 to 8: number 1, S, carries -0.66; number 2, O, carries -0.61; number 3, O, carries -0.71; number 4, O, carries -0.67; number 5, N, carries -0.62; number 6, N, carries -0.86; number 7, N, carries -0.69; number 8, N, carries -0.61

=====

No. 2
Below is a structure of composition C19H42NO2P3Pr, with properties calculated with ωB97M-V/def2-TZVPD.

Positions of all 68 atoms, in Å:
Pr 0.083 -0.067 1.045
P 1.543 1.958 0.668
P 1.778 -1.109 2.760
P -0.848 -2.353 0.495
O -1.101 0.569 -0.569
O -1.541 0.546 2.334
N -3.098 1.255 3.745
C 1.824 3.081 1.983
C -0.966 0.437 -1.861
C 2.509 0.084 3.829
C 1.012 -2.265 3.841
C 0.222 0.012 -2.508
C -0.784 1.130 4.540
C 0.690 2.920 -0.573
C 0.254 -0.070 -3.892
C 0.365 -3.452 -0.228
C -1.633 -3.280 1.766
C -2.095 0.744 -2.625
C -2.067 -2.124 -0.782
C -1.728 1.391 -8.342
C -2.866 2.033 -8.051
C 3.134 1.583 -0.058
C -0.874 0.246 -4.653
C -1.824 0.963 3.486
C 3.117 -1.944 1.943
C -2.042 0.650 -4.000
H 1.178 3.894 -0.542
H -3.370 1.589 4.651
H -2.930 0.900 -4.575
H -2.373 -3.896 1.256
H 1.455 -0.762 -0.115
H 1.002 -1.801 4.829
H 2.818 3.495 1.816
H -1.226 1.499 5.465
H -0.319 0.146 4.752
H -3.794 1.139 3.022
H 3.648 -1.277 1.253
H -2.133 -2.653 2.515
H -0.207 -4.224 -0.747
H -3.817 1.498 -7.953
H -2.989 1.058 -2.098
H -1.584 -1.982 -1.759
H 2.765 -2.814 1.379
H 1.755 0.668 4.367
H -2.722 -1.257 -0.609
H 3.071 -0.523 4.539
H 1.080 3.878 1.911
H -2.891 3.119 -7.907
H 0.789 2.476 -1.568
H 1.654 -3.145 3.853
H 3.533 2.537 -0.408
H -0.905 -3.922 2.266
H 3.812 1.141 0.682
H 3.036 0.884 -0.898
H 1.173 -0.385 -4.384
H -1.705 0.307 -8.496
H 3.182 0.766 3.307
H -2.654 -3.038 -0.783
H 1.020 -2.928 -0.935
H -0.846 0.178 -5.744
H -0.032 1.868 4.196
H -0.011 -2.562 3.585
H 1.105 -0.246 -1.909
H 1.775 2.642 2.986
H 3.776 -2.261 2.752
H -0.383 3.026 -0.358
H 0.981 -3.897 0.561
H -0.779 1.928 -8.450

The LUMO energy (alpha / beta) comes out at -0.378 / -0.430 Ha. The spin multiplicity is 3. For the total energy, the calculation gives -2494.3292 a.u. As for the HOMO energy (alpha / beta): -15.47 / -15.46 eV. The value obtained for the HOMO-LUMO gap (alpha / beta) is 5.2 / 3.7 eV. For the relative energy (zero: lowest compared OMol25 entry of this formula, charge and spin), the calculation gives 0.000 eV. The total charge is +3.

These are the Löwdin partial charges, in e, on atoms 1 to 8: number 1, Pr, carries 0.44; number 2, P, carries 0.69; number 3, P, carries 0.67; number 4, P, carries 0.70; number 5, O, carries -0.23; number 6, O, carries -0.15; number 7, N, carries 0.27; number 8, C, carries -0.20

=====

No. 3
Below is a structure of composition C50H44GeN3OPtS, with properties calculated with ωB97M-V/def2-TZVPD.

Positions of all 101 atoms, in Å:
Pt -0.195 0.243 -0.322
Ge -0.154 -0.044 2.034
S -5.746 7.504 -1.768
O -5.101 8.307 -4.220
N 3.546 -1.097 -2.443
N 1.900 -0.027 -1.153
N 1.514 -2.110 -2.082
C -1.388 -4.232 -1.484
C -4.286 -0.401 2.736
C 4.223 -3.249 -1.474
C 6.197 -4.346 -2.293
C 5.106 -4.318 -1.441
C -3.300 4.802 -0.023
C -0.495 -1.698 -0.661
C 1.508 -1.352 3.992
C 2.299 -1.039 -1.845
C -4.401 -1.580 3.462
C 0.230 1.740 2.695
C -0.180 -3.759 -1.952
C -3.563 4.139 -2.318
C 5.738 -1.095 -4.212
C 5.516 -2.223 -3.245
C 4.419 -2.212 -2.379
C -1.880 -0.650 2.694
C -0.419 3.739 3.887
C -1.710 -2.239 -0.205
C 2.492 -2.200 4.480
C 0.772 4.349 3.525
C 1.774 2.661 -2.240
C -1.456 1.809 -0.609
C -3.016 3.904 -1.054
C -0.691 2.443 3.469
C -4.106 5.904 -0.252
C 2.851 0.938 -0.723
C -3.264 -2.294 3.804
C -4.386 5.227 -2.542
C 1.698 3.661 2.752
C 6.394 -3.297 -3.179
C 0.267 -2.481 -1.539
C -2.158 -3.478 -0.610
C 0.636 -4.604 -2.897
C -2.172 2.772 -0.813
C 4.647 2.818 0.243
C 1.230 -1.285 2.625
C 1.425 2.366 2.338
C -3.452 8.939 -2.616
C -3.036 0.057 2.351
C 4.718 1.506 0.693
C 2.780 2.249 -1.204
C -2.011 -1.831 3.419
C 3.692 3.171 -0.698
C 2.953 -2.944 2.246
C 3.221 -2.992 3.605
C 1.960 -2.099 1.762
C -4.736 8.312 -3.085
C -4.660 6.120 -1.509
C 3.820 0.570 0.207
H 4.941 -5.122 -0.735
H 0.956 -0.729 4.688
H 0.752 2.603 -1.860
H -2.958 0.960 1.753
H 5.989 -0.162 -3.700
H -3.637 9.573 -1.750
H 2.691 -2.241 5.543
H 3.996 -3.646 3.984
H 1.910 -2.765 -2.736
H -4.308 6.606 0.546
H 4.844 -0.904 -4.809
H 4.001 -0.196 -2.491
H 3.649 4.190 -1.063
H -2.775 8.143 -2.298
H 3.852 -0.456 0.558
H 1.962 3.686 -2.557
H 5.458 1.211 1.423
H -1.726 -5.209 -1.806
H 0.981 5.362 3.848
H -5.379 -1.943 3.754
H 3.519 -3.565 1.563
H 5.334 3.563 0.621
H 3.388 -3.221 -0.789
H -3.346 3.449 -3.122
H -4.817 5.392 -3.521
H 2.155 1.844 1.732
H -1.626 1.976 3.756
H 0.160 -5.571 -3.040
H -3.001 9.504 -3.428
H 6.560 -1.325 -4.887
H 0.732 -4.142 -3.885
H -3.350 -3.216 4.365
H -2.872 4.633 0.956
H 2.629 4.134 2.467
H 1.737 -2.079 0.703
H -5.173 0.156 2.460
H 7.247 -3.310 -3.846
H 1.820 2.015 -3.119
H -1.140 4.274 4.493
H 1.645 -4.796 -2.520
H 6.894 -5.172 -2.266
H -1.131 -2.407 3.682
H -3.105 -3.858 -0.252
H -2.318 -1.654 0.469

The LUMO energy (alpha / beta) comes out at -0.006 / -0.031 Ha. The spin multiplicity is 2. For the total energy, the calculation gives -4765.6108 a.u. As for the HOMO energy (alpha / beta): -6.89 / -7.72 eV. The value obtained for the HOMO-LUMO gap (alpha / beta) is 6.7 / 6.9 eV. For the relative energy (zero: lowest compared OMol25 entry of this formula, charge and spin), the calculation gives 0.775 eV.

These are the Löwdin partial charges, in e, on atoms 1 to 8: number 1, Pt, carries 1.00; number 2, Ge, carries 0.89; number 3, S, carries 0.96; number 4, O, carries 0.05; number 5, N, carries 0.14; number 6, N, carries 0.03; number 7, N, carries 0.14; number 8, C, carries -0.06

=====

No. 4
Below is the molecule C6H10, with properties calculated with ωB97M-V/def2-TZVPD.

Positions of all 16 atoms, in Å:
C -0.357 -0.351 -0.265
C 0.899 1.271 1.027
C -0.544 -0.146 -1.767
C -0.400 -1.820 0.149
C 0.946 0.278 0.186
C 0.648 2.241 1.860
H -0.395 -1.909 1.241
H -0.642 0.921 -1.995
H 0.479 -2.348 -0.238
H 1.896 -0.102 -0.197
H -1.440 -0.660 -2.134
H -1.299 -2.318 -0.233
H -1.164 0.179 0.258
H 0.324 -0.531 -2.313
H 0.570 2.045 2.925
H 0.480 3.250 1.494

The LUMO energy comes out at 0.041 Ha. The spin multiplicity is 1. The SMILES is C=C=CC(C)C. For the total energy, the calculation gives -234.5534 a.u. As for the HOMO energy: -9.46 eV. The value obtained for the HOMO-LUMO gap is 10.6 eV. For the relative energy (zero: lowest compared OMol25 entry of this formula, charge and spin), the calculation gives 1.336 eV.

These are the natural (NBO) partial charges, in e, on atoms 1 to 8: number 1, C, carries -0.23; number 2, C, carries 0.10; number 3, C, carries -0.60; number 4, C, carries -0.60; number 5, C, carries -0.28; number 6, C, carries -0.50; number 7, H, carries 0.21; number 8, H, carries 0.21

=====

No. 5
Below is the molecule C9H12NPS, with properties calculated with ωB97M-V/def2-TZVPD.

Positions of all 24 atoms, in Å:
S -0.583 1.034 -3.676
P -0.016 0.976 -1.812
N 0.046 -1.006 -1.010
C -0.834 0.472 0.593
C -0.271 -1.288 2.629
C 0.880 -2.064 -1.570
C -0.846 -0.073 2.958
C -0.230 -0.741 0.304
C -1.170 0.820 1.965
C 0.055 -1.599 1.349
C 1.546 1.931 -1.380
C -1.305 1.346 -0.588
H -1.395 2.525 -0.366
H 1.303 2.485 -0.411
H 1.921 -1.698 -1.807
H 1.766 2.616 -2.297
H 0.862 -2.896 -0.869
H -0.986 0.259 3.972
H -1.510 1.802 2.137
H 2.377 1.188 -1.200
H -2.342 0.991 -0.881
H 0.344 -2.589 -2.395
H 0.329 -2.529 0.955
H 0.059 -1.960 3.399

The LUMO energy comes out at 0.016 Ha. The spin multiplicity is 1. The SMILES is CN1c2ccccc2C[P@]1(C)=S. For the total energy, the calculation gives -1144.4045 a.u. As for the HOMO energy: -7.74 eV. The value obtained for the HOMO-LUMO gap is 8.2 eV. For the relative energy (zero: lowest compared OMol25 entry of this formula, charge and spin), the calculation gives 0.344 eV.

These are the natural (NBO) partial charges, in e, on atoms 1 to 8: number 1, S, carries -0.51; number 2, P, carries 1.37; number 3, N, carries -0.61; number 4, C, carries -0.10; number 5, C, carries -0.17; number 6, C, carries -0.42; number 7, C, carries -0.27; number 8, C, carries 0.15

=====

No. 6
Below is the ion C8H15N2O with charge +1, with properties calculated with ωB97M-V/def2-TZVPD.

Positions of all 26 atoms, in Å:
O -2.628 -0.950 -1.046
N 0.463 1.936 0.188
N -0.904 0.239 -0.068
C -1.447 -1.141 -0.328
C 2.728 0.011 -0.167
C -1.826 1.346 0.035
C 1.427 -0.345 -0.046
C 0.357 0.593 0.064
C 3.931 -0.860 -0.367
C -1.917 -1.705 1.053
C -0.850 2.613 -0.048
H 3.638 -1.838 -0.063
H -2.565 1.157 -0.865
H -0.844 -1.905 -0.743
H -1.026 3.128 -0.990
H 2.788 1.099 -0.369
H -2.312 -2.660 0.816
H -1.107 -1.909 1.860
H 4.935 -0.513 0.040
H -0.957 3.307 0.787
H 1.005 -1.296 -0.100
H 4.177 -1.074 -1.383
H -2.326 1.152 0.888
H -2.763 -1.155 1.536
H 1.225 2.399 0.711
H -3.204 -1.630 -1.394

The LUMO energy comes out at -0.140 Ha. The spin multiplicity is 1. The SMILES is C/C=C/C1=[N+]([C@@H](C)O)CCN1. For the total energy, the calculation gives -498.2834 a.u. As for the HOMO energy: -13.41 eV. The value obtained for the HOMO-LUMO gap is 9.6 eV. For the relative energy (zero: lowest compared OMol25 entry of this formula, charge and spin), the calculation gives 2.309 eV. The total charge is +1.

These are the natural (NBO) partial charges, in e, on atoms 1 to 8: number 1, O, carries -0.75; number 2, N, carries -0.57; number 3, N, carries -0.34; number 4, C, carries 0.27; number 5, C, carries 0.01; number 6, C, carries -0.23; number 7, C, carries -0.32; number 8, C, carries 0.53

=====

No. 7
Below is the molecule C5H6N2, with properties calculated with ωB97M-V/def2-TZVPD.

Positions of all 13 atoms, in Å:
N 0.077 -2.654 1.078
N 1.143 0.434 -0.041
C 0.385 0.743 1.174
C 0.411 -0.736 -0.661
C -0.147 1.202 -0.115
C 0.261 -1.862 0.261
C -0.870 0.107 -0.880
H 0.908 -1.047 -1.580
H -0.073 -0.084 1.718
H -0.155 2.255 -0.382
H -1.804 -0.277 -0.463
H -1.010 0.362 -1.932
H 0.888 1.471 1.799

The LUMO energy comes out at 0.034 Ha. The spin multiplicity is 1. The SMILES is N#C[C@H]1C[C@H]2CN21. For the total energy, the calculation gives -303.5486 a.u. As for the HOMO energy: -9.91 eV. The value obtained for the HOMO-LUMO gap is 10.8 eV. For the relative energy (zero: lowest compared OMol25 entry of this formula, charge and spin), the calculation gives 2.380 eV.

These are the natural (NBO) partial charges, in e, on atoms 1 to 8: number 1, N, carries -0.31; number 2, N, carries -0.35; number 3, C, carries -0.28; number 4, C, carries -0.18; number 5, C, carries -0.09; number 6, C, carries 0.27; number 7, C, carries -0.40; number 8, H, carries 0.25

=====

No. 8
Below is a cluster of 2 separate species, C33H42O5S in total, with properties calculated with ωB97M-V/def2-TZVPD.

Positions of all 81 atoms, in Å:
S -2.259 1.964 1.117
O -3.522 2.463 1.633
O -3.965 -0.281 0.853
O -3.348 -1.468 2.695
O -1.348 0.443 3.140
O -2.021 1.769 -0.302
C 4.806 -1.390 -3.315
C -1.485 -2.245 -0.500
C 0.282 2.729 1.859
C -0.552 5.193 2.900
C 1.001 1.847 -2.250
C 2.856 0.127 -2.663
C -2.198 -3.043 0.376
C -6.210 -0.023 0.126
C -5.293 -0.901 0.934
C -2.408 -4.307 2.548
C -1.475 4.362 2.260
C 1.578 -0.374 -4.806
C 1.204 3.584 2.469
C 1.897 -0.824 -3.366
C 2.070 -3.012 0.745
C 4.231 -0.191 -2.603
C -3.146 -0.558 1.894
C 0.709 -1.240 -1.116
C 5.527 2.554 -0.312
C 2.407 1.338 -2.101
C 5.083 0.603 -1.842
C -2.106 0.433 4.417
C 0.788 4.810 3.002
C 0.581 -1.142 -2.584
C -1.055 3.112 1.784
C 0.577 -2.900 0.695
C 4.620 1.739 -1.178
C -2.207 -1.501 -1.574
C 3.290 2.117 -1.348
C -1.593 -3.645 1.487
C -0.198 -3.609 1.596
C -2.002 0.390 1.988
C -0.064 -2.100 -0.313
H -2.234 -3.828 3.522
H 0.957 2.897 -1.928
H -6.992 -0.633 -0.327
H 6.519 2.098 -0.260
H 5.896 -1.408 -3.185
H 1.504 5.458 3.509
H -1.858 -1.794 -2.573
H -0.197 -0.412 -2.860
H -5.594 -0.950 1.989
H 1.553 -0.724 -0.659
H 2.242 3.263 2.552
H 1.007 0.566 -4.810
H -6.716 0.693 0.781
H 2.926 3.037 -0.882
H 5.632 3.574 -0.702
H -5.673 0.522 -0.656
H 4.421 -2.338 -2.909
H 2.354 -3.783 1.471
H 0.291 1.309 -1.607
H -1.375 0.795 5.138
H -2.970 1.104 4.365
H -2.080 -0.413 -1.453
H 0.592 1.759 1.465
H 2.543 -2.071 1.048
H -2.422 -0.591 4.628
H -5.220 -1.914 0.522
H -3.270 -3.190 0.205
H 0.982 -1.144 -5.320
H 6.135 0.322 -1.765
H 2.411 -1.792 -3.455
H 2.506 -0.220 -5.374
H -3.284 -1.710 -1.534
H 0.642 1.809 -3.288
H -2.522 4.654 2.164
H 0.226 -2.120 -2.961
H -2.139 -5.367 2.646
H -3.474 -4.220 2.319
H -0.892 6.131 3.340
H 2.494 -3.301 -0.227
H 4.605 -1.378 -4.397
H 5.127 2.634 0.708
H 0.288 -4.145 2.417

The LUMO energy comes out at -0.083 Ha. The spin multiplicity is 1. For the total energy, the calculation gives -2056.8908 a.u. As for the HOMO energy: -5.83 eV. The value obtained for the HOMO-LUMO gap is 3.6 eV. For the relative energy (zero: lowest compared OMol25 entry of this formula, charge and spin), the calculation gives 0.301 eV.

These are the Löwdin partial charges, in e, on atoms 1 to 8: number 1, S, carries 0.74; number 2, O, carries -0.33; number 3, O, carries -0.08; number 4, O, carries 0.03; number 5, O, carries -0.17; number 6, O, carries -0.34; number 7, C, carries -0.05; number 8, C, carries -0.15